Record 1
The following is a quantum chemistry calculation of the molecule C2H2Cl2F2, from the OMol25 dataset.

```
8
Properties=species:S:1:pos:R:3
F -1.42 0.76 -0.56
C -0.47 0.42 0.35
Cl -1.35 -0.49 1.62
C 0.67 -0.32 -0.30
F 0.85 -1.46 0.36
Cl 0.32 -0.43 -2.02
H -0.19 1.31 0.84
H 1.59 0.21 -0.29
```

The value obtained for the calculated total energy is -32585.5769 eV. Its charge is 0. The energy relative to the best compared isomer or geometry (same formula, charge and spin) comes out at 15.0 kcal/mol. As for the lowest unoccupied orbital energy: 0.8 eV. The structure (SMILES) is F[C@@H](Cl)[C@@H](F)Cl. The HOMO energy is -11.334 eV.



Record 2
The following is a quantum chemistry calculation of a cluster of 2 separate species, C2H2Cl2NP in total, from the OMol25 dataset.

```
8
Properties=species:S:1:pos:R:3
C -1.27 -2.41 0.72
C -0.33 0.07 0.02
N -1.46 -3.52 0.98
P -1.81 1.03 -0.33
Cl -2.91 -0.01 -1.65
Cl -2.91 0.89 1.39
H 0.00 0.44 0.94
H 0.19 -0.37 -0.82
```

The value obtained for the calculated total energy is -37926.4915 eV. Its charge is 0. The energy relative to the best compared isomer or geometry (same formula, charge and spin) comes out at 90.7 kcal/mol. As for the lowest unoccupied orbital energy (spin up / spin down): -3.1 / -3.1 eV. The HOMO energy (spin up / spin down) is -10.088 / -10.043 eV.



Record 3
The following is a quantum chemistry calculation of the molecule C2H2Cl2O, from the OMol25 dataset.

```
7
Properties=species:S:1:pos:R:3
O 0.52 -1.22 -1.16
C 0.04 -0.24 -0.68
C -0.07 0.18 0.72
Cl 0.41 1.84 0.77
Cl -1.84 -0.03 1.22
H -0.26 0.55 -1.28
H 0.56 -0.48 1.44
```

The value obtained for the calculated total energy is -29197.8471 eV. Its charge is 0. The energy relative to the best compared isomer or geometry (same formula, charge and spin) comes out at 14.7 kcal/mol. As for the lowest unoccupied orbital energy: 0.0 eV. The structure (SMILES) is O=CC(Cl)Cl. The HOMO energy is -10.760 eV.



Record 4
The following is a quantum chemistry calculation of the molecule C2H2Cl2O2, from the OMol25 dataset.

```
8
Properties=species:S:1:pos:R:3
C -0.36 -0.16 0.61
C 0.70 0.37 -0.38
O -1.47 -0.33 -0.14
O -0.95 -0.35 -1.47
Cl 0.31 -1.70 1.30
Cl 0.85 1.98 -0.66
H -0.56 0.49 1.47
H 1.48 -0.29 -0.73
```

The value obtained for the calculated total energy is -31240.5046 eV. Its charge is 0. The energy relative to the best compared isomer or geometry (same formula, charge and spin) comes out at 149.9 kcal/mol. As for the lowest unoccupied orbital energy (spin up / spin down): -1.5 / -1.5 eV. The HOMO energy (spin up / spin down) is -9.380 / -9.378 eV.



Record 5
The following is a quantum chemistry calculation of a cluster of 2 separate species, C2H2Cl2O2S in total, from the OMol25 dataset.

```
9
Properties=species:S:1:pos:R:3
C 0.08 2.69 -0.96
C -0.02 2.14 0.09
O 0.70 -1.57 1.12
O -1.64 -1.65 0.49
S -0.41 -1.17 -0.03
Cl -0.39 1.27 1.35
Cl 0.25 -2.55 -1.40
H 0.38 3.38 -1.75
H 1.05 -2.54 1.10
```

The value obtained for the calculated total energy is -42078.1329 eV. Its charge is 0. The energy relative to the best compared isomer or geometry (same formula, charge and spin) comes out at 69.6 kcal/mol. As for the lowest unoccupied orbital energy: 0.4 eV. The HOMO energy is -10.258 eV.



Record 6
The following is a quantum chemistry calculation of the molecule C2H2Cl2OS, from the OMol25 dataset.

```
8
Properties=species:S:1:pos:R:3
O -1.33 0.70 1.25
C -0.48 -0.02 0.40
Cl -0.90 -1.62 0.15
C 0.56 0.56 -0.19
S 1.64 -0.50 -1.75
Cl 0.87 2.18 -0.03
H -2.20 0.25 1.10
H 1.84 -1.55 -0.93
```

The value obtained for the calculated total energy is -40031.9066 eV. Its charge is 0. The energy relative to the best compared isomer or geometry (same formula, charge and spin) comes out at 42.9 kcal/mol. As for the lowest unoccupied orbital energy: -0.2 eV. The structure (SMILES) is O/C(Cl)=C(/S)Cl. The HOMO energy is -9.038 eV.



Number 5 is which compound?
C2H2Cl2O2S